Here is a cluster of 4 separate species, C33H40BBr2F24N6O4S2 in total at a distorted geometry from the OMol25 dataset. Energies are from ωB97M-V with the def2-TZVPD basis set.

Results
Total charge: +1
2S+1: 1

Structure (XYZ):
```
112
C33H40BBr2F24N6O4S2 ωB97M-V with the def2-TZVPD basis set
C 1.68002 2.80799 -4.08370
C 1.14761 1.97269 -2.86548
Br 2.44567 1.66724 -1.46300
C -0.13454 1.51412 -2.83716
Br -1.16979 1.96506 -4.43478
C -0.72245 0.66406 -1.64319
C -0.09336 -0.76565 -1.87708
C 0.50547 -1.61428 -0.81869
C 1.04020 -2.87194 -1.25088
N 1.07615 -3.42512 -2.46593
C 0.56004 -2.67126 -3.45282
C -0.01254 -1.38771 -3.18039
N -0.52092 1.15227 -0.26590
C -1.73348 1.20231 0.46249
N -1.98180 2.04560 1.42086
S -0.67314 3.14226 1.84531
B -3.33545 2.06737 2.11517
O -3.66792 1.31755 3.23448
N -4.34562 2.97932 1.57821
C -5.57155 2.95631 2.43888
C -3.83772 4.38687 1.71565
N -2.56609 0.19493 -0.11342
C -2.45280 -1.19292 0.41620
C -3.52924 -1.45312 1.56658
C -2.76022 -1.67605 2.93618
S -3.90740 -1.77580 4.38258
C -2.28970 0.38930 -1.56736
C -3.29476 1.57153 -1.93521
C -4.11961 1.12098 -3.17943
N -5.39144 1.07841 -3.16145
H 0.99104 3.62953 -4.36582
H 2.63330 3.29701 -3.76047
H 1.86110 2.07139 -4.90165
H 0.51088 -1.28652 0.23653
H 1.49809 -3.48685 -0.44039
H 0.57059 -3.02710 -4.50467
H -0.40915 -0.81232 -4.04787
H 0.31738 0.83087 0.21449
H -0.20829 3.66207 0.65748
H -2.89701 1.37080 3.83425
H -6.03628 1.95249 2.50992
H -6.31257 3.66874 1.99720
H -5.31497 3.37583 3.44942
H -3.03899 4.60417 0.96164
H -4.65275 5.13413 1.61762
H -3.35803 4.56188 2.72044
H -1.46444 -1.28804 0.93949
H -2.62227 -1.97891 -0.34661
H -4.25971 -0.62298 1.66879
H -4.07999 -2.41170 1.39769
H -2.21700 -2.65363 2.89908
H -2.02791 -0.86082 3.15060
H -3.49755 -0.72938 5.17658
H -2.52759 -0.57005 -2.07387
H -2.79368 2.55667 -2.07601
H -4.05030 1.70456 -1.12361
H -3.62667 0.82048 -4.13916
H -5.67942 0.77206 -4.10082
C 4.32660 -0.33788 2.24380
C 2.92470 -0.97708 2.20364
C 1.78476 -0.12960 2.77205
F 1.95636 0.17048 4.06759
F 0.60443 -0.81216 2.68474
F 2.97539 -2.18705 2.79534
F 2.63128 -1.21278 0.88707
O 5.17952 -0.70411 3.32034
C 5.03340 -0.02498 4.53304
C 4.54075 -0.93596 5.66026
F 3.36512 -1.52261 5.34501
F 4.33879 -0.21899 6.78817
F 4.25209 1.06071 4.35885
F 6.25588 0.43995 4.85320
H 4.84713 -0.71102 1.35979
H 4.29003 0.74538 2.10862
H 1.67434 0.80436 2.20828
H 5.26942 -1.72225 5.86857
C -4.63110 -7.43086 -1.23074
C -3.99868 -6.24795 -1.99226
C -2.71815 -5.65899 -1.39555
F -2.90306 -5.16782 -0.15119
F -2.28480 -4.62139 -2.15882
F -4.93434 -5.28657 -2.16881
F -3.68731 -6.70450 -3.23788
O -5.70776 -7.13457 -0.34326
C -5.39115 -6.70489 0.94389
C -5.82626 -5.26103 1.19692
F -5.27380 -4.41137 0.30090
F -5.42698 -4.85225 2.42332
F -4.08070 -6.90364 1.18662
F -6.05765 -7.51568 1.79048
H -5.08788 -8.06393 -1.99292
H -3.87988 -8.06482 -0.75673
H -1.92159 -6.40795 -1.36181
H -6.91164 -5.16223 1.13077
C 6.35536 5.64641 -2.05058
C 7.38250 5.45837 -0.91871
C 8.82120 5.16901 -1.34833
F 8.92534 4.03121 -2.06415
F 9.60596 5.01386 -0.25506
F 6.93010 4.50710 -0.06790
F 7.39972 6.62145 -0.20862
O 5.55498 4.51701 -2.40132
C 6.09068 3.58313 -3.28827
C 6.31661 2.21702 -2.63591
F 7.12656 2.30490 -1.56120
F 6.90695 1.36725 -3.50643
F 7.20117 4.07749 -3.85967
F 5.18307 3.44517 -4.28386
H 5.63199 6.37250 -1.67634
H 6.79351 6.11922 -2.93091
H 9.22650 5.99534 -1.94046
H 5.36908 1.78286 -2.31052
```

Here is a cluster of 9 separate species, C33H40ClF9NO28P in total at a distorted geometry from the OMol25 dataset. Energies are from ωB97M-V with the def2-TZVPD basis set.

Results
SMILES string: CCCCN[C@](C[C@@H]1CO1)(OC(=O)F)P(O)Cl.O=C1OC[C@@H](F)O1.O=C1OC[C@@H](F)O1.O=C1OC[C@@H](F)O1.O=C1OC[C@@H](F)O1.O=C1OC[C@@H](F)O1.O=C1OC[C@@H](F)O1.O=C1OC[C@@H](F)O1.O=C1OC[C@@H](F)O1
Total charge: 0
2S+1: 1

Structure (XYZ):
```
113
C33H40ClF9NO28P ωB97M-V with the def2-TZVPD basis set
C -1.61038 1.23063 4.74958
C -1.60451 -0.29030 4.55581
C -2.95130 -0.80958 4.00458
C -3.77224 -1.65647 4.97068
N -4.26378 -0.83230 6.10369
C -5.68904 -0.81346 6.31504
C -6.05733 -0.36253 7.76270
C -4.85594 0.03406 8.60735
C -4.10246 -1.04361 9.25377
O -5.02873 -0.12314 9.98093
O -6.18097 -2.16709 6.18236
C -7.08294 -2.47340 5.24677
O -6.91257 -2.65149 4.09039
F -8.28012 -2.64169 5.80680
P -6.52106 0.37102 5.04339
O -7.98143 0.44152 5.77136
Cl -5.62470 2.13799 5.69388
H -2.26992 1.52778 5.57172
H -0.60740 1.59479 4.97535
H -1.96965 1.73149 3.85052
H -0.87901 -0.50514 3.77347
H -1.32634 -0.79703 5.48106
H -3.58464 0.00951 3.68350
H -2.75264 -1.44538 3.13886
H -3.12828 -2.43898 5.37844
H -4.59064 -2.11190 4.41763
H -3.92705 0.11279 5.95750
H -6.51365 -1.19602 8.29188
H -6.72565 0.49528 7.73709
H -4.28254 0.89447 8.26894
H -4.51886 -2.03987 9.32511
H -3.12072 -0.85205 9.66540
H -8.57804 1.01537 5.27405
O 0.81959 -0.58327 2.35849
C 1.17963 0.42701 1.84206
O 2.00153 0.47854 0.77935
C 2.07426 1.83962 0.32251
C 1.68710 2.59407 1.57300
F 0.99663 3.72680 1.30557
O 0.82239 1.67308 2.23127
H 1.34748 1.98543 -0.46694
H 3.06459 2.06192 -0.04903
H 2.51552 2.84175 2.23898
O -0.79164 1.19138 -0.82414
C -0.62870 1.06104 -1.99386
O -1.60607 0.91512 -2.90852
C -1.00756 0.92314 -4.21185
C 0.42269 0.52792 -3.90415
F 1.30820 1.12982 -4.73677
O 0.59506 1.03428 -2.59262
H -1.05277 1.93092 -4.62717
H -1.52262 0.22987 -4.86980
H 0.61388 -0.54473 -3.89463
O 2.98183 -1.36234 -3.12179
C 2.47289 -1.92620 -2.20672
O 1.15928 -2.20607 -2.10890
C 0.95661 -3.03179 -0.94646
C 2.17637 -2.69910 -0.11722
F 2.61876 -3.76626 0.59298
O 3.14341 -2.38602 -1.11929
H 0.95475 -4.07723 -1.24468
H 0.01444 -2.79096 -0.46343
H 2.05657 -1.84601 0.54640
O 7.13670 -2.17359 -5.62972
C 6.99125 -1.92378 -4.48160
O 7.29739 -2.75767 -3.45788
C 7.11754 -2.04553 -2.22876
C 6.14683 -0.95840 -2.63543
F 6.35886 0.19627 -1.95561
O 6.48113 -0.75786 -3.99840
H 8.07093 -1.62152 -1.90941
H 6.73096 -2.70556 -1.45741
H 5.09401 -1.23092 -2.56235
O -3.48967 -1.02401 -1.57372
C -4.12238 -0.30637 -0.87776
O -5.42216 0.02814 -1.07947
C -5.87355 0.78178 0.04883
C -4.57215 1.31804 0.60473
F -4.59385 1.43001 1.95635
O -3.65002 0.31130 0.24078
H -6.35610 0.11622 0.76696
H -6.56855 1.55623 -0.26333
H -4.24796 2.26972 0.18000
O 3.74651 2.25015 -2.14232
C 4.10174 2.40604 -3.26392
O 4.37720 1.40484 -4.11699
C 4.62553 1.96089 -5.40892
C 5.01030 3.38282 -5.06218
F 4.60132 4.27215 -6.00230
O 4.28890 3.61401 -3.86523
H 3.70603 1.93350 -5.99563
H 5.40559 1.40377 -5.92022
H 6.07412 3.53405 -4.87270
O 0.17036 -6.09534 -0.21307
C 1.12519 -6.66070 -0.62689
O 2.01390 -7.34328 0.12785
C 2.94084 -7.99498 -0.74385
C 2.83581 -7.15453 -1.99887
F 3.00631 -7.88364 -3.12480
O 1.49851 -6.68988 -1.93939
H 2.60924 -9.01701 -0.93210
H 3.93423 -8.00399 -0.30510
H 3.51054 -6.29689 -2.02870
O 0.70387 5.60382 -8.32936
C 1.59831 6.34431 -8.10707
O 2.77767 6.36503 -8.77635
C 3.53454 7.48800 -8.31995
C 2.92810 7.74014 -6.95650
F 2.92837 9.05567 -6.63192
O 1.59699 7.29859 -7.13051
H 3.36739 8.33820 -8.98280
H 4.59362 7.24860 -8.28723
H 3.38932 7.17497 -6.14461
```

Number 1: total energy -10276.701627 Ha, frontier orbital gap 7.338 eV, HOMO level -11.09 eV. Number 2: total energy -5143.417298 Ha, frontier orbital gap 8.924 eV, HOMO level -8.63 eV.